The following is a quantum chemistry calculation of a structure of composition C35H33BrClN7O11STl in a non-equilibrium geometry, from OMol25.

Results
Strongest force on any atom = 0.02933 Eh/bohr
LUMO energy = 0.0525 Ha
Energy relative to the best compared isomer or geometry (same formula, charge and spin) = 34.09 kcal/mol
Orbital gap = 6.04 eV
M = 1079.494 g/mol
Net charge = -1
Total energy = -167876.8289 eV

Element x y z (Å)
Tl  0.032  -0.159  -0.049
Br  0.979  6.145  -5.946
C  2.221  5.865  -4.526
C  2.619  6.944  -3.755
C  3.500  6.739  -2.715
C  3.968  5.451  -2.415
C  3.567  4.380  -3.230
C  2.698  4.588  -4.281
N  4.968  5.330  -1.475
N  5.153  4.389  -0.680
C  4.289  3.390  -0.359
C  4.926  2.205  0.037
C  4.241  1.030  0.199
C  2.848  0.942  0.005
O  2.257  -0.174  0.076
C  2.142  2.194  -0.240
N  0.808  2.158  -0.260
C  0.121  3.269  -0.375
C  0.726  4.521  -0.437
C  2.095  4.591  -0.426
C  2.855  3.411  -0.382
H  2.241  7.932  -3.970
H  3.812  7.567  -2.096
H  3.930  3.382  -3.031
H  2.385  3.754  -4.890
H  6.003  2.229  0.126
H  4.756  0.117  0.451
H  -0.954  3.189  -0.363
H  0.118  5.412  -0.476
H  2.583  5.554  -0.413
C  -0.832  1.860  8.685
C  -0.755  1.781  7.189
C  0.392  1.322  6.549
C  0.439  1.218  5.168
C  -0.673  1.568  4.424
C  -1.820  2.024  5.041
C  -1.858  2.135  6.419
S  -0.560  1.577  2.624
O  -1.865  1.975  2.092
O  0.506  2.497  2.330
N  -0.125  0.087  2.205
C  -0.871  -0.977  2.837
C  -2.202  -1.063  2.127
O  -3.235  -0.602  2.800
O  -2.296  -1.452  0.983
H  0.142  1.698  9.138
H  -1.516  1.095  9.055
H  -1.211  2.830  9.002
H  1.257  1.055  7.139
H  1.320  0.863  4.655
H  -2.663  2.280  4.421
H  -2.747  2.509  6.904
H  -1.006  -0.783  3.908
H  -0.311  -1.901  2.674
Cl  -1.398  -2.094  -1.808
C  -0.003  -3.156  -1.840
C  0.629  -3.319  -0.420
O  1.167  -4.390  -0.202
O  0.532  -2.353  0.387
H  0.743  -2.714  -2.502
H  -0.313  -4.131  -2.212
N  -5.097  -0.165  0.902
C  -4.608  0.908  0.031
C  -3.466  0.417  -0.880
N  -2.167  1.014  -0.564
H  -5.973  0.108  1.338
H  -4.013  -0.483  2.157
H  -5.265  -0.997  0.345
H  -4.240  1.711  0.676
H  -5.425  1.310  -0.587
H  -3.710  0.631  -1.924
H  -3.370  -0.665  -0.773
H  -2.167  1.440  0.369
H  -1.927  1.722  -1.247
O  2.001  1.515  -2.943
C  1.072  0.749  -3.142
O  0.365  0.092  -2.320
C  0.618  0.496  -4.585
C  1.471  0.729  -5.657
C  1.046  0.484  -6.948
C  -0.251  0.021  -7.160
C  -1.117  -0.202  -6.093
C  -0.673  0.026  -4.809
N  -0.703  -0.253  -8.490
O  -1.866  -0.578  -8.645
O  0.097  -0.154  -9.402
H  2.468  1.092  -5.460
H  1.693  0.646  -7.797
H  -2.117  -0.559  -6.288
H  -1.303  -0.174  -3.955